w.
Here is a cluster of 2 separate species, C6H11NO3S in total from the OMol25 dataset. Energies are from ωB97M-V/def2-TZVPD.

Geometry (Å):
C: 0.206 -0.690 0.089
C: 2.036 -0.223 0.279
C: 1.254 -0.589 -0.934
C: 1.173 0.555 -1.957
C: 1.502 -1.857 -1.730
C: -3.206 0.829 1.818
N: 1.109 -0.113 1.159
O: -0.802 -1.272 0.330
O: -0.765 1.007 2.808
O: -1.071 2.373 0.780
S: -1.722 2.082 2.057
H: 3.035 0.057 0.574
H: 0.084 0.784 -2.322
H: 1.668 0.241 -2.784
H: 1.547 1.504 -1.620
H: 2.431 -1.899 -2.317
H: 0.800 -1.973 -2.478
H: 1.483 -2.916 -1.271
H: -2.807 -0.184 2.140
H: -3.962 1.363 2.375
H: -3.435 0.632 0.711
H: -0.557 0.290 2.292

LUMO energy   0.52 eV
Total charge   0

Here are the Mulliken charges for atoms 1 to 5, given in e: C 0.078; C -0.830; C 2.248; C -1.758; C -1.762


x.
Here is a cluster of 2 separate species, C6H11NO3S in total from the OMol25 dataset. Energies are from ωB97M-V/def2-TZVPD.

Geometry (Å):
C: -1.245 -0.725 0.637
C: -0.386 1.194 2.229
C: 1.015 -2.769 -1.236
C: -1.134 2.316 -1.077
C: 1.765 -1.124 0.201
C: -0.694 0.534 0.886
N: -1.619 -1.790 0.376
O: 1.339 1.918 -0.102
O: 0.304 0.214 -1.565
O: 1.035 -2.193 0.072
S: 0.147 1.188 -0.470
H: 0.636 1.470 2.246
H: -0.859 0.777 3.101
H: -0.985 2.118 2.362
H: 0.736 -1.916 -2.046
H: 0.146 -3.467 -1.301
H: 1.901 -3.475 -1.450
H: -1.291 3.133 -0.527
H: -0.954 2.553 -2.101
H: -2.030 1.666 -0.856
H: 1.762 -0.669 1.178
H: 2.511 -0.624 -0.395

LUMO energy (spin up / spin down)   -1.50 / -1.51 eV
Total charge   0

Here are the Mulliken charges for atoms 1 to 5, given in e: C 0.519; C -1.322; C -0.601; C -1.208; C -0.228


Name the most stable of them. w.


w.
Here is the molecule C21H23NO5 from the OMol25 dataset. Energies are from ωB97M-V/def2-TZVPD.

Geometry (Å):
C: -1.928 -5.418 -0.467
O: -1.114 -4.363 -0.016
C: -1.575 -3.092 -0.143
C: -2.787 -2.729 -0.705
C: -3.155 -1.395 -0.793
C: -2.328 -0.399 -0.309
C: -2.780 1.040 -0.455
O: -4.177 1.119 -0.166
C: -4.492 2.205 0.554
O: -5.613 2.457 0.881
C: -3.242 3.011 0.850
C: -2.098 2.077 0.460
C: -0.928 2.830 -0.177
O: -0.700 3.992 0.076
N: -0.181 2.096 -1.028
C: 1.080 2.575 -1.569
C: 2.223 1.841 -0.918
C: 2.584 2.147 0.389
C: 3.589 1.440 1.022
C: 4.256 0.410 0.369
C: 5.357 -0.344 1.050
C: 3.891 0.107 -0.936
C: 2.883 0.810 -1.572
C: -1.108 -0.754 0.269
C: -0.720 -2.081 0.351
O: 0.451 -2.515 0.886
C: 1.347 -1.569 1.415
H: -2.883 -5.446 0.068
H: -1.370 -6.328 -0.256
H: -2.116 -5.350 -1.544
H: -3.461 -3.480 -1.084
H: -4.104 -1.129 -1.230
H: -2.668 1.341 -1.511
H: -3.223 3.323 1.892
H: -3.242 3.914 0.236
H: -1.717 1.580 1.358
H: -0.378 1.116 -1.157
H: 1.126 3.644 -1.348
H: 1.086 2.424 -2.652
H: 2.071 2.945 0.906
H: 3.861 1.690 2.037
H: 5.405 -1.369 0.691
H: 6.316 0.131 0.840
H: 5.214 -0.351 2.128
H: 4.397 -0.691 -1.460
H: 2.610 0.557 -2.587
H: -0.451 0.001 0.670
H: 1.696 -0.865 0.653
H: 2.195 -2.144 1.783
H: 0.904 -1.013 2.248

LUMO energy   0.58 eV
SMILES   COc1ccc([C@H]2OC(=O)C[C@@H]2C(=O)NCc2ccc(C)cc2)cc1OC
Total charge   0

Here are the Mulliken charges for atoms 1 to 5, given in e: C -0.964; O -0.438; C 1.017; C -0.539; C -1.499


x.
Here is the molecule C21H23NO5 from the OMol25 dataset. Energies are from ωB97M-V/def2-TZVPD.

Geometry (Å):
C: 5.607 -4.376 2.200
C: 6.075 -3.073 1.543
C: 4.949 -2.363 0.903
C: 4.220 -1.549 1.708
C: 3.019 -0.895 1.219
C: 2.345 0.008 1.993
C: 1.322 0.791 1.385
C: 0.544 1.676 2.051
C: 0.533 2.102 3.505
C: -0.385 2.183 1.129
O: -1.251 3.040 1.378
C: -0.106 1.583 -0.219
O: 0.974 0.688 0.065
C: 0.152 2.766 -1.186
O: 0.916 3.674 -0.913
N: -0.958 3.016 -1.984
C: -1.968 2.034 -1.697
O: -2.920 2.757 -0.951
C: -2.582 1.478 -2.935
C: -3.564 0.348 -2.596
C: -3.141 -0.977 -2.688
C: -3.991 -2.022 -2.419
C: -5.328 -1.761 -2.087
C: -5.792 -0.427 -2.003
C: -4.895 0.631 -2.222
C: -1.295 0.928 -0.853
O: -2.180 0.282 0.088
H: 4.840 -4.193 2.942
H: 5.147 -5.041 1.466
H: 6.462 -4.881 2.694
H: 6.512 -2.455 2.351
H: 6.872 -3.303 0.800
H: 4.743 -2.394 -0.192
H: 4.447 -1.431 2.750
H: 2.722 -1.061 0.172
H: 2.679 0.247 3.025
H: 0.770 3.184 3.579
H: -0.425 1.896 3.980
H: 1.277 1.566 4.150
H: -1.260 4.005 -1.961
H: -2.603 2.966 -0.038
H: -3.077 2.278 -3.475
H: -1.798 1.127 -3.614
H: -2.152 -1.219 -3.050
H: -3.588 -3.056 -2.447
H: -5.945 -2.627 -1.881
H: -6.800 -0.222 -1.706
H: -5.197 1.679 -2.111
H: -0.883 0.191 -1.494
H: -3.046 0.203 -0.356

LUMO energy   -0.60 eV
SMILES   CC/C=C/C=C/C1=C(C)C(=O)[C@]2(O1)C(=O)N[C@@](O)(Cc1ccccc1)[C@@H]2O
Total charge   0

Here are the Mulliken charges for atoms 1 to 5, given in e: C -1.081; C -0.525; C -0.208; C -0.249; C -0.141


Name the most stable of them. w.


w.
Here is a cluster of 2 separate species, C3H9N2O2S in total from the OMol25 dataset. Energies are from ωB97M-V/def2-TZVPD.

Geometry (Å):
C: 0.057 -0.169 -2.399
C: -0.398 0.827 -1.387
C: -0.623 0.207 0.068
N: 1.077 0.975 1.405
N: 0.665 0.024 0.564
O: -1.198 -2.357 2.065
O: 0.468 -1.218 3.642
S: 0.247 -1.967 2.335
H: 0.995 -0.575 -1.962
H: -0.637 -1.039 -2.625
H: 0.294 0.321 -3.348
H: -1.514 1.281 -1.587
H: 0.338 1.593 -1.380
H: -1.405 0.921 0.720
H: -1.022 -0.836 -0.117
H: 2.019 0.901 1.649
H: 0.637 1.112 2.354

LUMO energy (spin up / spin down)   3.92 / 3.91 eV
Total charge   -1

Here are the Mulliken charges for atoms 1 to 5, given in e: C -1.137; C -0.313; C -0.358; N -0.627; N -0.188


x.
Here is a cluster of 2 separate species, C3H9N2O2S in total from the OMol25 dataset. Energies are from ωB97M-V/def2-TZVPD.

Geometry (Å):
N: 1.566 0.358 0.418
C: 0.129 0.450 0.775
C: -0.701 1.042 -0.407
S: 0.099 2.222 -1.498
C: -0.339 -0.946 1.292
N: 0.579 -1.923 1.337
O: -1.412 -1.000 1.879
H: 2.047 1.191 0.724
H: 1.641 0.398 -0.593
H: 0.109 1.061 1.672
H: -1.049 0.273 -1.087
H: -1.578 1.441 0.114
H: 1.408 -1.922 0.778
H: 0.385 -2.723 1.914
H: -0.996 -2.033 -2.105
H: 0.015 -1.091 -1.501
O: -0.220 -2.020 -1.562

LUMO energy   3.64 eV
Total charge   -1

Here are the Mulliken charges for atoms 1 to 5, given in e: N -0.715; C -0.007; C -0.866; S -0.594; C 0.349


Name the most stable of them. x.


w.
Here is a cluster of 11 separate species, C25H45N3O34S8 in total from the OMol25 dataset. Energies are from ωB97M-V/def2-TZVPD.

Geometry (Å):
C: 5.770 -1.521 0.206
N: 4.245 -1.700 0.197
O: 3.629 -1.804 -0.836
O: 3.686 -1.685 1.250
H: 5.965 -0.679 0.871
H: 6.231 -1.427 -0.777
H: 6.104 -2.424 0.719
O: 1.929 3.681 5.400
S: 0.708 4.082 4.698
O: 0.496 5.531 4.528
O: 0.494 3.252 3.243
C: 0.316 1.875 3.517
C: -0.450 1.919 4.832
O: -0.585 3.187 5.308
H: -0.272 1.466 2.696
H: 1.260 1.348 3.657
H: 0.255 1.490 5.544
H: -1.468 1.536 4.758
O: -8.410 1.286 0.679
S: -7.283 2.058 1.296
O: -7.675 2.918 2.413
O: -6.058 1.016 1.694
C: -5.465 0.509 0.444
C: -5.333 1.802 -0.358
O: -6.338 2.711 0.140
H: -4.541 -0.063 0.524
H: -6.253 0.060 -0.162
H: -5.488 1.710 -1.433
H: -4.400 2.335 -0.172
O: -2.405 -1.593 0.886
S: -1.743 -0.687 -0.116
O: -2.565 -0.113 -1.170
O: -0.854 0.523 0.538
C: 0.429 0.762 0.007
C: 0.569 -0.159 -1.213
O: -0.339 -1.227 -0.859
H: 0.546 1.796 -0.318
H: 1.090 0.644 0.866
H: 1.627 -0.382 -1.349
H: 0.282 0.373 -2.119
O: 5.821 0.496 -3.373
S: 4.695 -0.190 -3.986
O: 4.648 -1.650 -3.696
O: 3.216 0.541 -3.709
C: 2.603 1.212 -4.821
C: 3.190 0.425 -5.977
O: 4.505 0.064 -5.644
H: 1.537 1.184 -4.598
H: 2.972 2.237 -4.861
H: 3.020 0.954 -6.915
H: 2.498 -0.407 -6.106
O: -2.116 4.328 -1.024
S: -1.361 4.021 -2.246
O: -1.523 2.779 -2.969
O: -1.400 5.296 -3.329
C: -0.081 5.919 -3.405
C: 0.977 5.041 -2.817
O: 0.268 4.196 -1.916
H: 0.089 6.123 -4.462
H: -0.077 6.863 -2.861
H: 1.730 5.528 -2.197
H: 1.564 4.468 -3.535
O: -0.282 -3.309 4.051
S: -0.357 -1.830 4.089
O: -1.691 -1.160 3.958
O: 0.363 -1.264 5.481
C: 1.754 -1.291 5.419
C: 2.098 -1.358 3.956
O: 0.844 -1.076 3.250
H: 2.278 -0.464 5.897
H: 1.981 -2.182 6.003
H: 2.268 -2.381 3.621
H: 2.969 -0.796 3.617
O: -0.583 -7.015 0.129
S: 0.231 -5.959 -0.497
O: 0.498 -6.032 -1.959
O: -0.298 -4.473 0.001
C: 0.777 -3.614 0.371
C: 1.766 -4.580 1.049
O: 1.708 -5.754 0.263
H: 1.213 -3.196 -0.536
H: 0.553 -2.700 0.921
H: 1.535 -4.824 2.086
H: 2.712 -4.040 1.015
O: 2.105 -3.099 -3.484
S: 1.026 -2.750 -4.452
O: 1.135 -3.414 -5.754
O: -0.549 -2.870 -3.878
C: -1.347 -1.779 -4.233
C: -0.518 -0.699 -4.980
O: 0.789 -1.073 -4.639
H: -2.044 -2.178 -4.970
H: -1.843 -1.452 -3.319
H: -0.836 0.320 -4.757
H: -0.573 -0.765 -6.067
C: 3.811 1.693 -0.603
C: 3.828 1.823 0.772
C: 3.022 2.897 1.094
N: 2.538 3.488 -0.030
C: 3.042 2.741 -1.072
H: 4.197 0.872 -1.190
H: 4.286 1.148 1.479
H: 2.732 3.233 2.078
H: 1.815 4.191 -0.096
H: 2.710 2.896 -2.088
C: -5.605 -4.174 3.206
C: -4.649 -3.223 2.590
C: -4.973 -1.963 3.084
N: -6.228 -2.082 3.625
C: -6.555 -3.402 3.798
H: -5.550 -5.237 3.019
H: -3.829 -3.516 1.950
H: -4.526 -1.006 2.857
H: -6.769 -1.352 4.066
H: -7.462 -3.808 4.221

LUMO energy   -0.50 eV
SMILES   C[N+](=O)[O-].O=S1(=O)OCCO1.O=S1(=O)OCCO1.O=S1(=O)OCCO1.O=S1(=O)OCCO1.O=S1(=O)OCCO1.O=S1(=O)OCCO1.O=S1(=O)OCCO1.O=S1(=O)OCCO1.c1cc[nH]c1.c1cc[nH]c1
Total charge   0

Here are the Mulliken charges for atoms 1 to 5, given in e: C -0.914; N 0.738; O -0.279; O -0.452; H 0.324


x.
Here is a cluster of 11 separate species, C25H45N3O34S8 in total from the OMol25 dataset. Energies are from ωB97M-V/def2-TZVPD.

Geometry (Å):
C: -4.260 1.801 -3.774
N: -2.988 1.911 -2.982
O: -1.963 1.408 -3.383
O: -3.033 2.479 -1.905
H: -5.017 1.460 -3.074
H: -4.160 1.182 -4.657
H: -4.485 2.835 -4.030
O: -5.461 -0.286 3.968
S: -4.347 -1.156 4.232
O: -4.628 -2.489 4.672
O: -3.298 -1.195 2.972
C: -2.726 0.110 2.827
C: -2.647 0.622 4.286
O: -3.251 -0.337 5.145
H: -1.749 -0.031 2.375
H: -3.362 0.770 2.241
H: -3.346 1.462 4.309
H: -1.632 0.761 4.643
O: 5.763 -2.196 5.017
S: 4.327 -2.339 5.161
O: 3.845 -2.591 6.483
O: 3.589 -1.054 4.504
C: 3.807 -1.149 3.086
C: 3.482 -2.631 2.810
O: 3.759 -3.334 4.039
H: 3.242 -0.462 2.473
H: 4.881 -1.176 2.890
H: 4.076 -3.093 2.025
H: 2.424 -2.823 2.628
O: 1.886 1.337 1.039
S: 1.423 0.211 0.261
O: 2.305 -0.911 0.100
O: -0.015 -0.348 0.737
C: -0.954 -0.617 -0.298
C: -0.192 -0.405 -1.603
O: 0.803 0.529 -1.227
H: -1.316 -1.645 -0.246
H: -1.808 0.025 -0.081
H: -0.893 -0.094 -2.375
H: 0.231 -1.350 -1.951
O: -3.106 -1.968 -5.282
S: -1.709 -1.665 -5.343
O: -1.393 -0.334 -5.790
O: -0.935 -2.020 -3.953
C: -0.076 -3.167 -4.016
C: 0.309 -3.169 -5.487
O: -0.815 -2.749 -6.204
H: 0.669 -2.987 -3.251
H: -0.661 -4.067 -3.801
H: 0.749 -4.123 -5.779
H: 1.176 -2.507 -5.570
O: 0.983 -3.397 2.575
S: 1.060 -3.842 1.218
O: 1.894 -3.198 0.255
O: 1.317 -5.456 1.144
C: 0.153 -6.139 0.654
C: -0.786 -5.144 0.009
O: -0.453 -3.890 0.611
H: 0.515 -6.891 -0.044
H: -0.361 -6.642 1.473
H: -1.844 -5.287 0.226
H: -0.731 -5.090 -1.081
O: -0.494 4.687 1.776
S: -0.995 3.467 2.351
O: -0.133 2.649 3.162
O: -2.344 3.793 3.227
C: -3.477 4.000 2.400
C: -3.107 3.377 1.068
O: -1.905 2.605 1.321
H: -4.410 3.594 2.793
H: -3.590 5.087 2.374
H: -2.738 4.124 0.361
H: -3.870 2.823 0.532
O: 2.815 5.843 -2.349
S: 2.005 4.791 -2.891
O: 2.408 4.158 -4.120
O: 1.684 3.726 -1.719
C: 0.309 3.368 -1.743
C: -0.393 4.673 -2.104
O: 0.446 5.258 -3.079
H: 0.156 2.628 -2.535
H: -0.084 2.846 -0.875
H: -0.523 5.361 -1.267
H: -1.374 4.379 -2.478
O: 1.062 1.153 -4.626
S: 2.282 0.408 -4.492
O: 3.073 0.246 -5.679
O: 3.237 0.898 -3.257
C: 3.749 -0.189 -2.501
C: 3.137 -1.503 -3.043
O: 2.014 -1.060 -3.784
H: 4.819 -0.225 -2.715
H: 3.548 0.024 -1.454
H: 2.929 -2.230 -2.258
H: 3.792 -2.020 -3.750
C: -3.271 -1.305 -1.710
C: -4.039 -0.635 -0.735
C: -3.870 -1.305 0.449
N: -3.066 -2.391 0.244
C: -2.713 -2.389 -1.085
H: -3.043 -0.971 -2.708
H: -4.576 0.293 -0.854
H: -4.233 -1.042 1.429
H: -2.652 -2.972 0.949
H: -1.974 -3.067 -1.480
C: 4.601 4.138 3.636
C: 3.687 3.215 2.993
C: 3.266 2.336 3.963
N: 4.098 2.499 5.039
C: 4.832 3.637 4.885
H: 5.064 4.952 3.105
H: 3.378 3.281 1.963
H: 2.610 1.487 3.874
H: 4.048 2.012 5.916
H: 5.558 4.032 5.578

LUMO energy   -0.70 eV
SMILES   C[N+](=O)[O-].O=S1(=O)OCCO1.O=S1(=O)OCCO1.O=S1(=O)OCCO1.O=S1(=O)OCCO1.O=S1(=O)OCCO1.O=S1(=O)OCCO1.O=S1(=O)OCCO1.O=S1(=O)OCCO1.c1cc[nH]c1.c1cc[nH]c1
Total charge   0

Here are the Mulliken charges for atoms 1 to 5, given in e: C -0.946; N 0.805; O -0.302; O -0.479; H 0.319


Name the most stable of them. x.


w.
Here is a cluster of 6 separate species, H11O5S in total from the OMol25 dataset. Energies are from ωB97M-V/def2-TZVPD.

Geometry (Å):
S: 2.069 -0.099 -0.777
H: 1.499 -0.932 -1.687
H: 0.020 -2.265 -0.002
H: -0.041 -1.293 1.210
O: -0.638 -1.661 0.476
H: -1.349 -0.045 -0.041
H: -1.755 0.734 -1.335
O: -1.986 0.656 -0.430
H: 0.331 0.451 -2.225
H: -0.729 -0.726 -2.158
O: -0.385 0.046 -2.766
H: -0.902 1.713 0.900
H: 0.619 1.676 0.657
O: -0.010 1.979 1.255
H: 1.778 -0.420 1.989
H: 0.593 0.587 2.507
O: 0.886 -0.401 2.428

LUMO energy   3.83 eV
Total charge   -1

Here are the Mulliken charges for atoms 1 to 5, given in e: S -0.821; H -0.032; H 0.277; H 0.494; O -0.720


x.
Here is a cluster of 6 separate species, H11O5S in total from the OMol25 dataset. Energies are from ωB97M-V/def2-TZVPD.

Geometry (Å):
S: 0.043 1.941 -0.614
H: -0.692 2.385 -1.637
H: 1.801 2.999 0.493
H: 2.835 2.963 1.594
O: 2.599 3.477 0.815
H: -1.467 -2.430 -3.652
H: -2.098 -1.448 -2.687
O: -2.326 -2.077 -3.403
H: 1.020 -0.853 0.129
H: 0.616 0.086 1.210
O: 1.213 -0.656 1.051
H: -1.337 0.269 -1.245
H: -2.530 -0.076 -0.457
O: -2.236 -0.130 -1.373
H: 1.352 -3.436 4.185
H: 0.756 -4.874 4.026
O: 0.572 -3.939 3.948

LUMO energy   2.84 eV
Total charge   -1

Here are the Mulliken charges for atoms 1 to 5, given in e: S -0.759; H -0.013; H 0.244; H 0.292; O -0.615


Name the most stable of them. w.